11
Properties=species:S:1:pos:R:3:forces:R:3 method="wB97M-V/def2-TZVPD" s2=0.753 spin_multiplicity=2 charge=-1 de_lowest_kcal_mol=30.9 energy_ha=-1634.375153 gap_ev="2.76 / 7.64"
S 3.05699 1.01403 0.38228 2.268 -2.628 -0.670
S 1.29452 2.11425 0.53991 -1.769 3.059 -1.231
H 2.50891 0.17552 -0.54812 0.615 0.278 0.499
H 1.84905 2.95135 -0.46991 -1.215 -0.781 1.340
C -0.77125 -1.39707 -0.64209 1.246 0.679 1.860
S -1.35534 -1.67406 1.12042 1.187 -2.904 -0.478
S -2.20646 0.02756 1.77476 -0.220 1.546 -0.234
H -0.56718 -0.36019 -0.46682 -0.050 0.972 -1.129
H -1.61958 -1.66465 -1.18230 -1.162 0.085 -1.399
H 0.16690 -1.81770 -1.08132 -0.743 -0.264 1.218
H -2.35656 0.63095 0.57318 -0.156 -0.043 0.225